(1)
Computed, not measured: a single C6H5NO4 molecule, with ωB97M-V/def2-TZVPD.

Last column: Mulliken charge in e.
Geometry (Å):
C  -2.29  -0.54  -0.21  -0.59
C  -1.15  0.31  -0.35  0.04
C  -1.76  -1.79  0.04  -0.27
C  -0.07  -0.48  -0.24  0.39
C  1.39  1.39  -0.99  -0.30
C  1.29  0.05  -0.27  0.04
N  1.62  0.52  1.43  0.80
O  2.42  -0.12  2.03  -0.58
O  2.06  1.55  -1.95  -0.42
O  0.73  1.19  1.85  -0.49
O  -0.41  -1.75  -0.08  -0.37
H  -3.40  -0.43  -0.16  0.33
H  -1.10  1.41  -0.55  0.26
H  -2.36  -2.71  0.00  0.40
H  0.92  2.14  -0.32  0.36
H  2.10  -0.73  -0.23  0.40

Output
Gap between HOMO and LUMO (eV): 9.00
E_LUMO (eV): -0.22
Relative energy (zero: lowest compared OMol25 entry of this formula, charge and spin) (kcal per mole): 106.7
E_tot (Eh): -587.16656
Multiplicity: 1
E_HOMO (eV): -9.2
Maximum force (eV Å⁻¹): 3.90



(2)
Computed, not measured: a gas-phase ion, H3N2O3S (charge -1), with ωB97M-V/def2-TZVPD.

Last column: Mulliken charge in e.
Geometry (Å):
N  1.42  0.21  0.11  -0.73
N  0.60  -0.84  0.40  -0.33
O  -2.04  -1.01  -0.06  -0.65
O  -0.70  0.56  -1.33  -0.64
O  -1.11  0.93  1.04  -0.67
S  -1.05  0.01  -0.07  1.11
H  1.17  0.72  -0.71  0.36
H  0.96  0.98  0.86  0.34
H  0.75  -1.57  -0.23  0.23

Output
Gap between HOMO and LUMO (eV): 8.50
E_LUMO (eV): 4.28
Relative energy (zero: lowest compared OMol25 entry of this formula, charge and spin) (kcal per mole): 26.1
E_tot (Eh): -735.23226
Multiplicity: 1
E_HOMO (eV): -4.2
Maximum force (eV Å⁻¹): 5.89
Charge: -1



(3)
Computed, not measured: a molecular structure, C28H42Cl2I2N5O3PSSi2, with ωB97M-V/def2-TZVPD.

Last column: Mulliken charge in e.
Geometry (Å):
C  0.65  -2.77  0.53  -1.16
C  1.31  -3.30  1.80  -0.72
C  0.99  -2.45  3.02  -0.16
Cl  2.01  -3.07  4.36  -0.17
Si  1.52  -0.68  2.74  -0.17
C  1.28  0.35  4.32  -0.31
C  0.39  -0.30  5.30  0.32
O  0.69  -0.76  6.35  -0.47
Cl  -1.30  -0.29  4.76  -0.18
O  3.10  -0.77  2.27  0.02
Si  4.17  0.48  2.38  0.31
S  5.46  0.46  0.72  -0.24
P  3.15  2.50  2.19  0.35
O  2.35  2.43  0.94  -0.50
C  5.13  0.16  3.99  -0.90
I  6.55  -1.40  3.58  0.15
C  5.73  1.34  4.73  -0.13
C  6.59  0.95  5.90  -1.61
I  6.92  2.63  3.51  0.13
H  1.28  -2.08  0.01  0.32
H  -0.31  -2.31  0.72  0.27
H  0.49  -3.59  -0.14  0.44
H  0.96  -4.30  1.98  0.54
H  2.37  -3.30  1.68  0.24
H  -0.05  -2.54  3.28  0.49
H  0.67  -0.14  1.67  -0.07
H  0.79  1.26  4.02  0.54
H  2.19  0.56  4.86  0.17
H  4.61  0.78  -0.26  0.03
H  4.11  3.51  2.16  0.09
H  2.36  2.82  3.32  0.04
H  4.43  -0.31  4.66  0.59
H  4.91  1.89  5.14  0.42
H  6.81  1.81  6.50  0.44
H  6.08  0.21  6.51  0.38
H  7.53  0.53  5.59  0.49
N  -1.67  0.44  -0.37  0.28
C  -2.53  0.63  0.68  -0.78
C  -3.79  0.31  0.25  -0.17
C  -3.69  -0.09  -1.11  -0.07
C  -2.37  -0.01  -1.46  -1.66
H  -0.68  0.60  -0.35  0.17
H  -2.18  0.96  1.64  0.41
H  -4.68  0.36  0.85  0.47
H  -4.50  -0.41  -1.75  0.67
H  -1.88  -0.23  -2.39  0.63
N  -4.65  -3.43  -1.77  0.04
C  -3.62  -4.13  -2.33  -0.43
C  -4.16  -5.08  -3.16  -0.52
C  -5.58  -4.94  -3.10  -0.49
C  -5.85  -3.92  -2.23  -0.48
H  -4.55  -2.68  -1.11  0.28
H  -2.60  -3.90  -2.09  0.41
H  -3.61  -5.78  -3.75  0.40
H  -6.31  -5.52  -3.63  0.40
H  -6.78  -3.49  -1.91  0.42
N  -0.66  1.37  -5.15  0.02
C  -0.60  1.86  -3.88  -0.92
C  0.71  2.12  -3.58  -0.37
C  1.47  1.76  -4.73  -0.44
C  0.60  1.30  -5.68  -0.63
H  -1.50  1.09  -5.62  0.21
H  -1.50  1.99  -3.29  0.64
H  1.09  2.51  -2.65  0.63
H  2.54  1.82  -4.84  0.48
H  0.77  0.94  -6.68  0.38
N  5.33  4.27  -3.66  0.05
C  6.08  3.13  -3.64  -0.75
C  5.85  2.50  -2.45  -0.25
C  4.91  3.28  -1.73  0.44
C  4.61  4.37  -2.50  -1.07
H  5.31  4.93  -4.42  0.17
H  6.72  2.87  -4.47  0.39
H  6.31  1.57  -2.13  0.34
H  4.51  3.08  -0.75  0.29
H  3.95  5.20  -2.33  0.38
N  -7.56  0.00  -1.14  0.10
C  -8.42  0.19  -0.09  -0.35
C  -9.68  -0.14  -0.52  -0.59
C  -9.58  -0.55  -1.87  -0.53
C  -8.26  -0.46  -2.23  -0.42
H  -6.58  0.16  -1.12  0.24
H  -8.06  0.54  0.86  0.37
H  -10.57  -0.09  0.08  0.39
H  -10.38  -0.87  -2.51  0.41
H  -7.76  -0.67  -3.16  0.40

Output
Gap between HOMO and LUMO (eV): 7.97
E_LUMO (eV): -0.21
E_tot (Eh): -4426.05066
Multiplicity: 1
E_HOMO (eV): -8.2
Maximum force (eV Å⁻¹): 1.53



(4)
Computed, not measured: a gas-phase ion, C3H6N3S (charge +1), with ωB97M-V/def2-TZVPD.

Last column: Mulliken charge in e.
Geometry (Å):
C  -0.03  -0.49  1.03  -0.06
C  0.62  0.36  -0.87  -0.10
C  -1.82  0.27  -0.49  -0.79
N  1.28  -0.54  1.00  0.03
N  -0.45  0.00  -0.15  0.02
N  1.73  -0.07  -0.18  0.01
S  3.37  -0.05  -0.51  -0.13
H  -0.55  -0.65  1.98  0.42
H  0.41  0.93  -1.73  0.43
H  -2.38  -0.54  -0.22  0.37
H  -2.16  1.08  0.14  0.38
H  -2.02  0.52  -1.58  0.29
H  1.99  -0.81  1.56  0.13

Output
Gap between HOMO and LUMO (spin up / spin down) (eV): 7.69 / 7.69
E_LUMO (spin up / spin down) (eV): -4.62 / -4.62
Relative energy (zero: lowest compared OMol25 entry of this formula, charge and spin) (kcal per mole): 56.2
E_tot (Eh): -680.02144
Multiplicity: 1
E_HOMO (spin up / spin down) (eV): -12.3 / -12.3
Maximum force (eV Å⁻¹): 4.68
Charge: +1